(1)
Formula: C48H61BClN8O2PRuS3
Source: OMol25
Level of theory: wB97M-V/def2-TZVPD

The largest force on an atom is 1.7 eV/A. Its spin multiplicity is 2. The net charge is +1. The LUMO energy (spin up / spin down) comes out at -3.5 / -3.5 eV. Its expectation value of S² is 0.851.

CARTESIAN COORDINATES (ANGSTROEM)
Ru -0.117 -1.062 0.858
C -0.895 5.573 1.117
C 0.418 4.966 1.613
C 1.311 6.081 2.151
C 1.170 4.268 0.477
N 0.122 3.998 2.722
C 0.548 4.195 4.033
C 0.106 3.160 4.758
N -0.600 2.302 3.923
B -1.361 1.137 4.597
N -0.749 -0.337 4.924
C -1.631 -0.956 5.774
C -1.021 -1.982 6.385
N 0.277 -2.028 5.941
C 0.406 -1.053 4.967
S 1.335 0.273 2.754
C 1.290 -2.879 6.694
C 2.553 -2.064 6.996
C 1.577 -4.207 5.945
C 0.697 -3.235 8.065
N -2.751 0.916 3.953
C -3.826 1.649 4.424
C -4.932 1.208 3.812
N -4.559 0.176 2.958
C -3.198 0.019 3.040
S -2.270 -1.170 2.219
C -5.533 -0.475 2.016
C -5.252 0.074 0.617
C -5.451 -2.004 2.060
C -6.949 -0.089 2.442
C -0.591 2.822 2.656
S -1.323 2.143 1.284
H -0.689 6.277 0.307
H -1.393 6.112 1.927
H -1.562 4.797 0.749
H 1.548 6.749 1.324
H 2.253 5.691 2.544
H 0.812 6.671 2.922
H 1.450 5.009 -0.275
H 0.547 3.509 0.013
H 2.084 3.794 0.849
H 1.108 5.054 4.351
H 0.227 2.959 5.810
H -1.573 1.570 5.701
H -2.639 -0.602 5.910
H -1.430 -2.670 7.100
H 3.104 -1.767 6.113
H 3.215 -2.672 7.613
H 2.289 -1.164 7.557
H 2.627 -4.288 5.662
H 0.965 -4.293 5.046
H 1.343 -5.061 6.580
H 0.370 -2.347 8.609
H 1.482 -3.718 8.646
H -0.132 -3.941 7.990
H -3.701 2.434 5.150
H -5.948 1.529 3.944
H -4.188 -0.008 0.403
H -5.527 1.129 0.557
H -5.818 -0.483 -0.134
H -4.531 -2.385 1.633
H -6.292 -2.411 1.496
H -5.522 -2.361 3.091
H -7.138 0.980 2.335
H -7.147 -0.390 3.474
H -7.653 -0.615 1.799
C 4.490 -0.681 3.121
C 4.074 0.683 3.022
C 2.834 1.168 2.884
C 1.504 -0.941 4.043
C 2.426 -1.920 3.846
C 3.748 -1.798 3.344
P 0.171 -3.255 1.729
C -1.209 -4.389 2.044
C -1.893 -4.240 3.255
C -2.950 -5.074 3.584
C -3.316 -6.102 2.722
C -2.616 -6.289 1.539
C -1.575 -5.436 1.196
C 0.815 -3.619 0.094
C 1.309 -4.742 -0.559
C 1.835 -4.581 -1.836
C 1.857 -3.321 -2.425
C 1.346 -2.206 -1.761
C 0.833 -2.344 -0.475
H 5.558 -0.850 3.035
H 4.866 1.426 2.995
H 2.679 2.237 2.780
H 2.125 -2.914 4.133
H 4.298 -2.731 3.278
H -1.595 -3.450 3.934
H -3.491 -4.923 4.512
H -4.136 -6.762 2.979
H -2.888 -7.101 0.875
H -1.054 -5.578 0.257
H 1.305 -5.717 -0.083
H 2.238 -5.432 -2.370
H 2.286 -3.200 -3.413
H 1.379 -1.244 -2.260
Cl 7.384 1.694 -0.939
C 5.672 1.533 -1.134
C 4.987 2.429 -1.942
C 3.618 2.298 -2.081
C 2.935 1.307 -1.382
C 3.632 0.415 -0.575
C 5.008 0.515 -0.470
C 1.472 1.134 -1.541
O 1.028 1.561 -2.704
O 0.738 0.613 -0.713
H 5.529 3.204 -2.467
H 3.066 2.975 -2.722
H 3.090 -0.370 -0.062
H 5.569 -0.191 0.126
N -0.998 -0.022 -3.745
C -2.241 -0.680 -3.316
C -2.013 -1.542 -2.086
N -1.709 -0.771 -0.875
H -1.167 0.507 -4.594
H -0.308 -0.729 -3.981
H 0.135 1.166 -2.904
H -2.663 -1.308 -4.104
H -2.968 0.102 -3.090
H -1.195 -2.241 -2.272
H -2.910 -2.135 -1.911
H -2.557 -0.477 -0.414
H -1.188 0.066 -1.118

Here are the Mulliken charges for atoms 1 to 2, given in e: atom 1 (Ru): -0.17, atom 2 (C): -1.63

(2)
Formula: C48H62F3Ge2N3O8STb
Source: OMol25
Level of theory: wB97M-V/def2-TZVPD

The largest force on an atom is 3.3 eV/A. Its spin multiplicity is 8. The net charge is 0. The LUMO energy (spin up / spin down) comes out at -1.1 / -1.3 eV. Its expectation value of S² is 16.443.

CARTESIAN COORDINATES (ANGSTROEM)
Tb -3.638 5.220 23.055
C -5.045 7.511 15.298
O -4.691 6.696 16.485
C -4.461 7.197 17.755
C -4.451 8.560 18.059
C -4.304 8.881 19.408
C -3.963 7.919 20.397
C -3.663 8.336 21.758
C -3.605 9.857 21.998
O -3.452 7.543 22.750
C -3.926 6.512 19.996
O -3.505 5.610 20.848
C -4.314 6.163 18.700
H -4.804 6.799 14.487
H -4.492 8.493 15.162
H -6.110 7.779 15.340
H -4.549 9.331 17.233
H -4.455 9.887 19.747
H -4.604 10.287 21.747
H -2.803 10.308 21.283
H -3.316 10.021 23.089
H -4.403 5.081 18.526
O -1.067 5.198 23.407
H -1.396 4.329 23.082
H -0.890 5.226 24.378
O -3.651 6.283 25.165
H -4.049 5.619 25.840
H -3.578 7.154 25.538
O -2.435 3.545 22.286
H -0.961 1.848 20.742
H -2.479 3.635 21.299
S -6.285 6.680 22.876
C -7.128 5.707 21.807
N -8.497 5.643 21.835
C -9.196 4.729 21.045
C -8.431 3.772 20.377
C -7.055 3.955 20.277
N -6.413 4.892 20.971
H -8.987 6.418 22.266
H -10.291 4.746 21.032
H -8.927 3.008 19.818
H -6.376 3.285 19.758
C -1.105 4.028 16.403
C -0.411 2.886 17.079
C 0.693 2.236 16.456
C 1.345 1.195 17.080
C 2.512 0.581 16.482
C 0.887 0.732 18.295
C -0.101 1.410 18.990
C -0.783 2.472 18.359
N -0.460 1.023 20.316
C -0.923 -0.291 20.744
C -2.027 -0.131 21.790
C -2.541 -1.519 22.245
C -1.354 -2.288 22.889
C -0.211 -2.426 21.882
C -0.687 -3.232 20.704
C -1.919 -2.516 20.053
C -3.036 -2.381 21.086
C -1.425 -1.162 19.537
C 0.224 -1.074 21.388
H -1.307 4.888 17.041
H -2.063 3.635 15.993
H -0.590 4.440 15.537
H 1.059 2.511 15.487
H 2.207 -0.111 15.690
H 3.105 0.079 17.278
H 3.144 1.350 16.024
H 1.392 -0.117 18.738
H -1.521 3.028 18.921
H -2.865 0.482 21.459
H -1.656 0.392 22.676
H -3.345 -1.419 22.944
H -1.760 -3.233 23.264
H -1.032 -1.738 23.802
H 0.733 -2.886 22.297
H -0.997 -4.274 20.950
H 0.114 -3.284 19.935
H -2.323 -3.070 19.197
H -3.317 -3.367 21.482
H -3.865 -1.911 20.579
H -2.231 -0.626 19.048
H -0.674 -1.350 18.756
H 1.019 -1.233 20.668
H 0.684 -0.479 22.191
C 1.938 7.967 22.692
Ge 2.146 7.372 24.561
C 3.335 8.648 25.457
C 3.163 5.710 24.369
Ge -0.202 7.531 25.685
C 0.330 6.464 27.256
C 1.458 6.765 28.024
C 1.905 5.958 29.110
C 1.108 4.946 29.563
C -0.031 4.581 28.792
C -0.392 5.277 27.663
C -0.514 9.359 26.518
C -1.453 10.251 25.979
C -1.578 11.526 26.499
C -0.925 11.975 27.633
C -0.054 11.010 28.257
C 0.095 9.713 27.703
H 1.291 8.861 22.609
H 1.659 7.113 22.024
H 2.941 8.281 22.382
H 4.055 9.080 24.749
H 3.816 8.181 26.348
H 2.671 9.486 25.791
H 2.544 4.932 23.860
H 3.692 5.295 25.232
H 3.900 5.899 23.571
H 2.109 7.630 27.763
H 2.819 6.278 29.638
H 1.449 4.197 30.320
H -0.670 3.714 29.016
H -1.273 4.928 27.164
H -2.110 9.900 25.180
H -2.305 12.182 25.956
H -1.110 12.965 28.069
H 0.443 11.329 29.192
H 0.779 9.074 28.272
F -4.076 1.487 27.001
C -4.909 1.962 25.979
F -6.209 1.785 26.370
F -4.745 1.104 24.926
C -4.625 3.461 25.679
O -4.438 4.203 26.632
O -4.656 3.806 24.455

Here are the Mulliken charges for atoms 1 to 2, given in e: atom 1 (Tb): 0.94, atom 2 (C): -0.78

(3)
Formula: C48H64NO3P3S2SiTi
Source: OMol25
Level of theory: wB97M-V/def2-TZVPD

The largest force on an atom is 0.6 eV/A. The net charge is 0. The LUMO energy comes out at -0.1 eV.

CARTESIAN COORDINATES (ANGSTROEM)
Ti -1.507 0.937 -0.353
C -1.593 5.639 2.050
C -1.958 4.252 1.515
C -2.651 3.459 2.618
P -0.633 3.242 0.695
C 0.082 4.328 -0.634
C 1.216 5.274 -0.237
C -1.014 5.110 -1.361
C 0.654 2.958 1.958
C 1.171 4.037 2.691
C 2.118 3.845 3.675
C 2.573 2.558 3.936
C 2.077 1.496 3.206
C 1.105 1.653 2.204
Si 0.589 0.138 1.114
C 0.400 -1.307 2.384
C 0.269 -0.985 3.741
C 0.312 -1.936 4.746
C 0.500 -3.270 4.420
C 0.575 -3.628 3.087
C 0.496 -2.680 2.063
P 0.410 -3.258 0.320
C 1.617 -4.668 0.233
C 3.012 -4.247 0.679
C 1.695 -5.204 -1.200
C -1.241 -4.110 0.305
C -1.560 -4.679 -1.084
C -1.537 -5.160 1.372
C 2.325 -0.265 0.385
C 3.277 -0.850 1.231
C 4.598 -1.007 0.855
C 5.010 -0.612 -0.411
C 4.083 -0.065 -1.279
C 2.752 0.121 -0.891
P 1.527 0.947 -1.952
C 2.428 2.417 -2.661
C 3.268 2.291 -3.931
C 3.285 3.029 -1.548
C 1.218 -0.268 -3.332
C 2.391 -1.006 -3.976
C 0.323 0.383 -4.395
H -2.519 6.197 2.206
H -0.969 6.223 1.378
H -1.096 5.573 3.018
H -2.670 4.374 0.694
H -1.941 3.154 3.393
H -3.153 2.571 2.241
H -3.406 4.089 3.094
H 0.476 3.590 -1.337
H 0.852 6.107 0.365
H 1.637 5.701 -1.150
H 2.023 4.789 0.308
H -1.423 5.899 -0.729
H -1.833 4.487 -1.713
H -0.576 5.593 -2.238
H 0.843 5.042 2.479
H 2.505 4.691 4.229
H 3.317 2.386 4.704
H 2.455 0.509 3.432
H 0.141 0.050 4.032
H 0.216 -1.632 5.781
H 0.566 -4.025 5.193
H 0.691 -4.675 2.835
H 1.259 -5.470 0.887
H 3.422 -3.505 -0.007
H 3.676 -5.115 0.670
H 3.022 -3.820 1.681
H 1.875 -4.389 -1.907
H 0.791 -5.724 -1.511
H 2.529 -5.905 -1.287
H -1.915 -3.271 0.492
H -1.200 -5.706 -1.172
H -1.116 -4.100 -1.896
H -2.640 -4.697 -1.243
H -0.831 -5.994 1.330
H -2.534 -5.575 1.200
H -1.527 -4.742 2.378
H 2.976 -1.210 2.207
H 5.306 -1.454 1.543
H 6.042 -0.729 -0.717
H 4.404 0.244 -2.265
H 1.607 3.108 -2.883
H 4.136 1.647 -3.785
H 3.645 3.280 -4.204
H 2.704 1.914 -4.781
H 4.232 2.495 -1.459
H 2.803 2.981 -0.571
H 3.506 4.075 -1.771
H 0.644 -1.048 -2.812
H 3.057 -0.341 -4.520
H 2.002 -1.735 -4.692
H 2.976 -1.553 -3.238
H 0.889 1.087 -5.006
H -0.512 0.949 -3.974
H -0.079 -0.376 -5.070
N -1.472 -0.923 -1.466
C -2.769 -1.495 -1.782
C -3.025 -1.849 -3.096
C -4.255 -2.367 -3.454
C -5.235 -2.520 -2.484
C -4.969 -2.166 -1.174
C -3.728 -1.655 -0.785
C -3.468 -1.306 0.635
C -4.122 -2.028 1.637
C -3.970 -1.701 2.974
C -3.139 -0.649 3.329
C -2.453 0.034 2.337
C -2.593 -0.268 0.981
H -0.985 -0.736 -2.335
H -0.890 -1.593 -0.944
H -2.261 -1.693 -3.847
H -4.454 -2.627 -4.484
H -6.214 -2.897 -2.751
H -5.753 -2.254 -0.433
H -4.747 -2.870 1.368
H -4.488 -2.273 3.733
H -2.996 -0.387 4.370
H -1.763 0.816 2.646
O -3.639 1.038 -3.140
S -3.081 2.133 -2.392
O -3.188 3.438 -2.978
O -1.584 1.815 -2.083
S -3.702 2.060 -0.451

Here are the Mulliken charges for atoms 1 to 2, given in e: atom 1 (Ti): -0.59, atom 2 (C): -1.89

> What is the net charge in the first record?

+1